Record 1
ORCA calculation (ωB97M-V/def2-TZVPD) on one molecule with the formula C4H7NO2 in a non-equilibrium geometry.

Structure (ORCA input):
```
! RIJCOSX wB97M-V def2-TZVPD def2/J DEFGRID3
* xyz 0 1
H -1.243 -1.288 -1.883
N -1.531 -0.548 -1.243
C -0.598 -0.016 -0.578
C 0.972 -0.096 -0.886
C -0.914 0.990 0.523
O 0.175 0.832 1.447
C 0.495 -0.474 1.514
O -0.248 -1.373 1.216
H 1.169 -1.028 -1.413
H 1.831 -0.003 -0.180
H 1.110 0.777 -1.518
H -0.872 2.009 0.129
H -1.873 0.836 1.034
H 1.528 -0.619 1.837
*
```

Results
M   101.10 Da
Total energy   -9844.9152 eV
ΔE to the lowest compared entry with this formula, charge and spin   54.5 kcal per mole
HOMO energy   -9.8251 eV



Record 2
ORCA calculation (ωB97M-V/def2-TZVPD) on a 5-piece molecular cluster, C27H48Br2F3O8PS overall.

Structure (ORCA input):
```
! RIJCOSX wB97M-V def2-TZVPD def2/J DEFGRID3
* xyz 0 1
C 2.864 5.858 3.519
C 1.820 4.743 3.480
O 2.439 3.563 2.993
C 1.579 2.454 2.884
C 1.901 1.378 3.930
C 2.982 0.428 3.469
O 4.228 1.072 3.172
C 5.237 0.206 3.363
O 6.362 0.361 3.056
O 4.778 -0.928 4.001
C 3.412 -0.737 4.392
C 2.587 -1.979 4.054
C 2.701 -3.238 4.921
C 1.853 -3.387 6.197
F 2.553 -2.949 7.281
Br 0.171 -2.438 6.135
C 1.570 -4.879 6.458
F 2.747 -5.516 6.487
F 0.873 -5.385 5.442
Br 0.643 -5.243 8.109
P 3.577 -0.242 6.190
S 4.376 1.483 6.569
H 2.646 6.641 2.787
H 3.842 5.435 3.274
H 2.920 6.324 4.505
H 1.407 4.555 4.482
H 0.978 5.010 2.822
H 1.672 2.026 1.878
H 0.529 2.756 3.003
H 2.180 1.871 4.867
H 0.999 0.776 4.105
H 2.634 -0.041 2.531
H 1.542 -1.684 3.907
H 2.961 -2.269 3.063
H 3.743 -3.358 5.242
H 2.461 -4.096 4.288
H 4.308 -1.336 6.671
H 2.307 -0.439 6.748
C -1.185 -8.621 2.759
C -0.914 -7.505 3.766
C -0.835 -6.286 2.856
O -1.712 -6.547 1.761
C -2.108 -7.919 1.770
H -1.638 -9.508 3.200
H -0.258 -8.919 2.266
H -1.754 -7.407 4.456
H -0.008 -7.653 4.351
H 0.183 -6.145 2.473
H -1.148 -5.364 3.347
H -3.154 -7.988 2.089
H -2.031 -8.311 0.756
C 0.412 2.076 -1.757
C -0.328 0.783 -2.083
C -0.355 0.090 -0.727
O -0.401 1.133 0.253
C -0.134 2.392 -0.373
H 0.221 2.872 -2.474
H 1.489 1.897 -1.710
H -1.340 1.014 -2.420
H 0.157 0.182 -2.851
H 0.550 -0.508 -0.570
H -1.223 -0.556 -0.588
H -1.065 2.965 -0.437
H 0.571 2.946 0.249
C -3.563 4.827 -4.717
C -2.665 4.469 -5.900
C -1.476 3.831 -5.197
O -1.998 3.201 -4.024
C -3.341 3.634 -3.797
H -4.611 4.955 -4.988
H -3.218 5.746 -4.237
H -3.155 3.744 -6.550
H -2.380 5.327 -6.508
H -0.736 4.582 -4.898
H -0.975 3.075 -5.804
H -4.026 2.814 -4.039
H -3.455 3.878 -2.739
C -4.208 1.209 -10.464
C -2.749 0.837 -10.204
C -2.254 2.062 -9.445
O -3.378 2.557 -8.714
C -4.575 1.924 -9.170
H -4.849 0.351 -10.664
H -4.278 1.895 -11.311
H -2.692 -0.051 -9.571
H -2.177 0.648 -11.111
H -1.903 2.839 -10.131
H -1.452 1.835 -8.741
H -4.917 1.214 -8.410
H -5.343 2.686 -9.303
*
```

Results
M   780.52 Da
Total energy   -213517.1974 eV
HOMO energy   -8.8197 eV



Record 3
ORCA calculation (ωB97M-V/def2-TZVPD) on one molecule with the formula C4H6N2 in a non-equilibrium geometry.

Structure (ORCA input):
```
! RIJCOSX wB97M-V def2-TZVPD def2/J DEFGRID3
* xyz 0 3
C 0.110 0.877 2.224
C -0.373 0.681 1.052
C 0.352 -0.214 0.060
C -0.333 -0.206 -1.269
N 0.296 1.052 3.439
N 1.488 -0.688 0.269
H -1.464 0.943 0.814
H -1.306 -0.522 -0.964
H -0.006 -1.009 -1.913
H -0.510 0.712 -1.784
H 0.864 1.789 3.841
H 1.891 -1.197 -0.550
*
```

Results
Expectation value of S²   2.023
M   82.11 Da
Total energy   -7219.5031 eV
ΔE to the lowest compared entry with this formula, charge and spin   36.7 kcal per mole
HOMO energy (spin up / spin down)   -5.1420 / -10.0268 eV



Record 4
ORCA calculation (ωB97M-V/def2-TZVPD) on C3H9N5O as an isolated structure in a non-equilibrium geometry.

Structure (ORCA input):
```
! RIJCOSX wB97M-V def2-TZVPD def2/J DEFGRID3
* xyz 0 1
C -1.850 -0.171 -0.746
C 0.571 0.456 0.404
C 0.797 -0.899 0.151
H -1.572 -0.980 -1.671
H -3.001 0.007 -0.524
H -1.755 -0.960 0.176
H 1.252 0.854 2.204
H -1.477 2.415 1.917
H -1.223 0.424 2.550
H 1.592 -1.524 0.497
H -0.052 -1.140 -1.821
H 2.212 -2.339 -1.222
N -1.100 1.122 -0.941
N 0.100 1.288 -0.504
N 0.766 1.385 1.623
N -0.522 1.597 2.420
N 0.369 -1.551 -1.000
O 1.203 -2.496 -1.519
*
```

Results
M   131.14 Da
Total energy   -12743.5244 eV
ΔE to the lowest compared entry with this formula, charge and spin   257.5 kcal per mole
HOMO energy   -8.2888 eV